[1]
Here is 2 unconnected molecules or ions with the total composition C6H4Br2N2O4 from OMol25. Energies are from ωB97M-V with the def2-TZVPD basis set.

Computed properties:
E_tot = -5789.28056 Ha
Net charge = 0
Gap between HOMO and LUMO (spin up / spin down) = 7.8799 / 7.6792 eV
LUMO (spin up / spin down) = -2.01 / -2.20 eV
Energy relative to the best compared isomer or geometry (same formula, charge and spin) = 0.0000 eV
Max |F| = 2.4 eV Å⁻¹
Highest occupied orbital energy (spin up / spin down) = -9.886 / -9.877 eV

Last column: Löwdin charge in e.
Atoms and positions in Å:
O: 2.34 0.86 1.44  0.016
N: 1.23 0.65 1.86  -0.369
O: 0.92 0.52 3.02  0.102
C: 0.16 0.53 0.89  -0.215
C: -0.86 -0.37 1.15  -0.019
C: -1.87 -0.56 0.23  -0.063
C: -1.88 0.18 -0.94  -0.057
C: -0.89 1.10 -1.20  -0.126
C: 0.16 1.27 -0.30  -0.609
Br: 1.49 2.56 -0.70  0.839
H: -0.83 -0.92 2.08  0.125
H: -2.65 -1.28 0.44  0.111
H: -2.68 0.04 -1.66  0.113
H: -0.90 1.69 -2.10  0.106
O: 1.45 -0.65 -2.33  0.137
N: 1.96 -0.74 -1.28  -0.192
O: 1.98 -1.50 -0.38  -0.268
Br: 0.87 -3.38 -0.23  0.368

[2]
Here is a molecular structure, C6H12N2 from OMol25. Energies are from ωB97M-V with the def2-TZVPD basis set.

Computed properties:
E_tot = -345.08229 Ha
Net charge = 0
Gap between HOMO and LUMO = 9.0609 eV
LUMO = 0.72 eV
Energy relative to the best compared isomer or geometry (same formula, charge and spin) = 6.6823 eV
Max |F| = 7.9 eV Å⁻¹
Highest occupied orbital energy = -8.336 eV

Last column: Löwdin charge in e.
Atoms and positions in Å:
C: -1.12 -1.01 0.51  -0.518
C: 0.27 -1.64 0.13  -0.088
C: 0.70 -0.24 -0.40  -0.353
C: 1.65 0.72 -0.26  -0.222
C: 0.75 2.04 -0.17  -0.145
C: -0.36 0.21 0.63  -0.369
H: -2.67 -2.14 -0.08  0.226
H: -2.63 -0.24 -0.92  0.150
H: -1.41 -1.35 1.60  0.155
H: 0.37 -2.30 -0.83  0.134
H: 0.62 -2.17 1.07  0.118
H: 0.42 -0.37 -1.44  0.146
H: 2.63 0.78 -1.04  0.174
H: 2.15 0.73 0.75  0.114
H: 1.41 2.44 0.66  0.120
H: 0.85 2.33 -1.14  0.069
H: -1.24 1.73 -0.48  0.124
H: 0.18 0.03 1.60  0.165
N: -1.98 -1.13 -0.54  -0.011
N: -0.60 1.59 0.36  0.011

[3]
Here is 13 unconnected molecules or ions with the total composition C48H65N3O36S5 from OMol25. Energies are from ωB97M-V with the def2-TZVPD basis set.

Computed properties:
E_tot = -6731.41424 Ha
Net charge = 0
Gap between HOMO and LUMO = 8.3213 eV
LUMO = -1.42 eV
Max |F| = 5.2 eV Å⁻¹
Highest occupied orbital energy = -9.737 eV

Last column: Löwdin charge in e.
Atoms and positions in Å:
C: 0.30 0.92 -0.01  -0.161
C: 0.15 -0.43 -0.77  -0.170
O: 0.28 -1.38 0.21  -0.229
S: -0.25 -0.90 1.72  0.748
O: 0.62 -1.42 2.75  -0.228
O: -1.70 -1.08 1.65  -0.246
O: 0.12 0.71 1.38  -0.211
H: -0.42 1.72 -0.18  0.111
H: 1.29 1.34 -0.19  0.099
H: 0.97 -0.65 -1.46  0.120
H: -0.88 -0.47 -1.13  0.123
C: 4.44 -3.87 3.12  -0.201
C: 4.03 -2.39 3.02  -0.156
O: 3.62 -2.10 4.39  -0.236
S: 2.89 -3.45 5.12  0.747
O: 1.47 -3.24 4.89  -0.238
O: 3.47 -3.55 6.44  -0.230
O: 3.56 -4.47 4.00  -0.199
H: 5.46 -4.01 3.47  0.131
H: 4.50 -4.35 2.14  0.137
H: 3.22 -2.06 2.38  0.096
H: 4.82 -1.73 2.66  0.125
C: 6.20 -0.41 -1.98  -0.131
C: 4.99 0.22 -2.74  -0.192
O: 3.94 -0.67 -2.63  -0.211
S: 4.07 -1.66 -1.30  0.684
O: 3.68 -3.00 -1.68  -0.215
O: 3.42 -1.08 -0.16  -0.232
O: 5.68 -1.51 -1.24  -0.173
H: 6.64 0.40 -1.40  0.113
H: 7.02 -0.70 -2.64  0.132
H: 5.23 0.29 -3.81  0.133
H: 4.72 1.20 -2.34  0.096
C: -2.24 0.55 5.60  -0.146
C: -2.44 1.53 4.35  -0.116
O: -1.45 2.57 4.56  -0.246
S: -0.50 2.36 5.90  0.714
O: -1.16 3.13 7.00  -0.271
O: 0.87 2.56 5.58  -0.210
O: -0.92 0.80 6.01  -0.194
H: -2.30 -0.50 5.34  0.123
H: -3.02 0.83 6.31  0.127
H: -3.45 1.92 4.22  0.128
H: -2.22 0.94 3.46  0.102
C: -1.19 5.34 3.23  -0.181
C: -2.73 5.34 3.19  -0.149
O: -2.95 5.57 1.80  -0.183
S: -1.99 4.52 0.98  0.715
O: -1.65 4.99 -0.35  -0.232
O: -2.47 3.15 1.15  -0.243
O: -0.76 4.77 2.03  -0.197
H: -0.79 4.88 4.14  0.113
H: -0.71 6.32 3.30  0.137
H: -3.14 6.13 3.82  0.143
H: -3.05 4.36 3.54  0.107
C: 4.57 1.32 4.26  -0.050
C: 3.47 1.16 3.44  -0.054
C: 3.55 1.50 2.11  0.003
C: 4.72 2.04 1.59  -0.123
C: 5.84 2.28 2.44  0.018
C: 5.70 1.93 3.78  -0.065
N: 4.78 2.42 0.17  -0.324
O: 5.90 2.63 -0.27  0.076
O: 3.75 2.43 -0.49  0.032
H: 4.51 0.98 5.28  0.122
H: 2.54 0.81 3.86  0.113
H: 2.61 1.36 1.59  0.098
H: 6.77 2.63 2.03  0.114
H: 6.61 2.18 4.32  0.111
C: -5.88 4.42 -3.53  -0.050
C: -4.52 4.61 -3.19  -0.055
C: -3.87 3.66 -2.41  -0.001
C: -4.67 2.65 -1.82  -0.128
C: -6.05 2.54 -1.99  -0.011
C: -6.63 3.47 -2.82  -0.079
N: -3.94 1.65 -1.01  -0.344
O: -4.51 1.05 -0.14  0.100
O: -2.74 1.57 -1.25  0.030
H: -6.37 5.04 -4.26  0.102
H: -3.92 5.33 -3.73  0.106
H: -2.80 3.71 -2.33  0.104
H: -6.65 1.80 -1.48  0.123
H: -7.69 3.30 -2.94  0.106
C: -4.22 -0.13 -4.72  -0.073
C: -3.56 -0.79 -3.68  -0.061
C: -4.20 -1.80 -2.94  0.003
C: -5.57 -2.09 -3.17  -0.118
C: -6.24 -1.42 -4.24  0.015
C: -5.49 -0.50 -5.03  -0.076
N: -6.27 -3.08 -2.33  -0.360
O: -5.73 -3.62 -1.37  0.061
O: -7.42 -3.27 -2.63  0.081
H: -3.70 0.57 -5.35  0.112
H: -2.50 -0.60 -3.56  0.087
H: -3.66 -2.21 -2.11  0.110
H: -7.27 -1.61 -4.51  0.110
H: -6.16 -0.08 -5.77  0.104
O: -0.01 -0.65 -4.50  0.133
C: 0.85 0.17 -4.45  -0.480
O: 0.77 1.17 -3.60  0.041
C: 1.86 2.01 -3.64  -0.185
C: 2.39 1.79 -5.04  -0.141
C: 2.21 0.31 -5.17  -0.071
H: 2.50 1.83 -2.77  0.111
H: 1.53 3.04 -3.65  0.125
H: 3.46 2.00 -5.12  0.121
H: 1.81 2.30 -5.80  0.132
H: 3.07 -0.32 -4.93  0.115
H: 2.07 -0.05 -6.19  0.132
O: -2.34 -4.77 5.16  0.111
C: -2.95 -4.42 4.18  -0.509
O: -3.08 -5.31 3.20  0.029
C: -3.55 -4.76 1.97  -0.140
C: -4.13 -3.44 2.45  -0.141
C: -3.41 -3.08 3.76  -0.075
H: -4.31 -5.40 1.54  0.130
H: -2.79 -4.59 1.20  0.113
H: -5.20 -3.50 2.64  0.121
H: -3.97 -2.67 1.69  0.105
H: -3.95 -2.60 4.57  0.129
H: -2.56 -2.41 3.64  0.099
O: 1.60 8.11 0.29  0.077
C: 1.90 6.94 -0.01  -0.447
O: 1.65 5.94 0.83  0.036
C: 2.15 4.70 0.27  -0.159
C: 2.10 4.96 -1.17  -0.210
C: 2.46 6.39 -1.33  -0.058
H: 1.56 3.81 0.46  0.120
H: 3.17 4.56 0.62  0.122
H: 1.08 4.85 -1.55  0.124
H: 2.73 4.30 -1.76  0.103
H: 1.97 6.90 -2.17  0.133
H: 3.53 6.55 -1.22  0.136
O: 1.86 -6.17 -1.00  0.056
C: 1.31 -5.87 0.11  -0.346
O: 1.39 -6.62 1.30  0.021
C: 0.63 -6.00 2.31  -0.188
C: 0.44 -4.63 1.85  -0.165
C: 0.42 -4.70 0.34  -0.089
H: 1.13 -6.15 3.27  0.133
H: -0.26 -6.62 2.41  0.135
H: 1.31 -4.03 2.11  0.109
H: -0.45 -4.15 2.25  0.116
H: 0.74 -3.83 -0.22  0.107
H: -0.56 -4.95 -0.06  0.131
O: 2.18 -3.44 -5.91  0.057
C: 1.28 -3.76 -5.10  -0.407
O: 0.00 -4.06 -5.43  0.030
C: -0.79 -4.36 -4.30  -0.162
C: 0.14 -4.36 -3.13  -0.167
C: 1.48 -3.77 -3.57  -0.067
H: -1.31 -5.29 -4.50  0.132
H: -1.47 -3.51 -4.16  0.116
H: 0.40 -5.40 -2.96  0.111
H: -0.25 -3.90 -2.22  0.101
H: 2.27 -4.44 -3.22  0.114
H: 1.60 -2.75 -3.22  0.098